(a)
20
Properties=species:S:1:pos:R:3 method="wB97M-V/def2-TZVPD" e_homo_ev=-8.1 orbital_gap_ev=8.7913 lumo_ev=0.7 total_charge=0
C -2.9818 1.2152 -0.0102
C -1.7242 -1.1811 0.7245
C 1.3907 0.0910 -0.5411
C 2.2548 0.9456 0.4643
C 1.8432 -1.3865 -0.4302
H -3.5523 1.4547 0.9414
H -3.6890 1.6094 -0.8554
H -2.1040 1.7256 -0.3191
H -1.8423 -1.9738 1.5306
H -0.7772 0.3712 -1.1649
H 1.5558 0.5863 -1.4673
H 3.2809 0.7120 0.3098
H 1.9742 1.9633 0.5921
H 1.9797 0.3480 1.4492
H 2.9152 -1.4694 -0.6840
H 1.4395 -2.0703 -1.2938
H 1.7867 -1.8409 0.5234
N -0.5603 -0.6142 0.7515
N -0.0755 0.1594 -0.2219
S -3.1141 -0.6455 -0.2988

=====

(b)
20
Properties=species:S:1:pos:R:3 method="wB97M-V/def2-TZVPD" e_homo_ev=-9.0 orbital_gap_ev=9.5288 lumo_ev=0.5 total_charge=0
C -0.5775 0.9000 1.5771
C 0.1911 0.4846 0.1332
C -1.2449 0.4463 -0.7492
C 0.8002 -0.8996 0.2027
C 1.9380 -1.3733 -0.5648
H -0.9832 1.9383 1.5441
H -1.4241 0.0902 1.5998
H 0.0104 0.5834 2.5560
H 1.0778 1.6157 -1.8455
H -2.0242 1.4599 -0.3585
H -0.9948 0.4689 -1.7957
H -2.6665 -0.6153 0.2440
H -2.6098 -0.7249 -1.4282
H 0.1000 -1.5423 0.6958
H 2.2046 -0.7503 -1.4286
H 2.0642 -2.5252 -0.7620
H 2.6949 0.2256 0.3996
N -2.0323 -0.8476 -0.3838
N 2.1792 -0.7648 0.7721
S 1.2968 1.8303 -0.4081

=====

(c)
20
Properties=species:S:1:pos:R:3 method="wB97M-V/def2-TZVPD" e_homo_ev=-8.6 orbital_gap_ev=9.0899 lumo_ev=0.5 total_charge=0
C 1.1391 -1.7423 -0.4069
C -0.0459 -0.9267 -0.1189
C -0.0734 -0.8084 1.5398
C -0.0683 0.5628 -0.3271
C -1.0894 1.3932 -1.1567
H 1.0730 -2.3432 -1.6502
H 2.0343 -0.9621 -0.0358
H 1.1203 -2.8154 0.4842
H -0.9772 -1.2528 -0.3541
H 0.8603 -0.2976 1.8056
H 0.0849 -1.9001 1.9113
H -1.0613 -0.3484 1.9720
H -0.5534 2.6025 -0.8868
H -0.9815 1.1885 -2.3899
H -2.3004 1.1268 0.4991
H -3.0641 1.6150 -1.4547
H 3.2717 1.8237 0.4316
N -2.4373 0.9538 -0.8680
N 0.8397 1.3531 0.0332
S 2.2292 0.7778 0.9723

=====

Tell me which of them is the most stable. Sure, it is (a).

=====

(a)
14
Properties=species:S:1:pos:R:3 method="wB97M-V/def2-TZVPD" spin_multiplicity=2 e_homo_ev="-8.6 / -8.5" orbital_gap_ev="9.3184 / 5.9857" lumo_ev="0.7 / -2.5" total_charge=0 s2=0.7546
C 1.8135 1.4757 0.4475
O 0.7864 0.7746 1.0507
H 1.9450 2.5833 0.6551
H 2.8299 0.9080 0.7106
H 1.8758 1.4201 -0.6562
N -1.4199 -0.8066 0.8978
C -1.2310 -1.4016 -0.4332
N -0.3437 -0.6066 -1.2400
H -0.5283 -0.2432 1.1699
H -2.1889 -0.1334 0.8596
H -0.9138 -2.4554 -0.2377
H -2.0714 -1.5683 -1.0434
H -0.8876 0.1636 -1.5496
H 0.3341 -0.1101 -0.6311

=====

(b)
14
Properties=species:S:1:pos:R:3 method="wB97M-V/def2-TZVPD" spin_multiplicity=2 e_homo_ev="-3.9 / -9.2" orbital_gap_ev="4.7715 / 9.7806" lumo_ev="0.9 / 0.6" total_charge=0 s2=0.7544
C -0.1928 0.4659 -1.1289
C -0.6430 -0.7577 -0.7821
N -2.0546 -0.9116 -0.3618
N -0.6415 1.7850 -0.6919
H 0.6732 0.5682 -1.7736
H -0.3043 -1.6869 -1.2050
H -2.1466 -1.7688 0.1923
H -2.6873 -1.0428 -1.2283
H -2.4717 -0.1750 0.2025
H -0.6771 2.3842 -1.5032
H 0.1617 2.0706 -0.1270
H 2.7441 0.0431 1.8413
H 3.9627 -0.2531 2.6677
O 3.0998 -0.6174 2.4729

=====

Tell me which of them is the most stable. Sure, it is (a).

=====

(a)
20
Properties=species:S:1:pos:R:3 method="wB97M-V/def2-TZVPD" e_homo_ev=-8.6 orbital_gap_ev=9.1937 lumo_ev=0.6 total_charge=0
C 0.3489 1.0503 -0.7482
C -0.7345 1.5052 0.2270
S -2.3955 0.8696 -0.1688
C 0.4157 -0.4664 -0.9027
N 0.3258 -1.1685 0.3642
C 0.5130 -2.6119 0.2053
H 0.1772 1.4721 -1.7386
H 1.3076 1.4097 -0.3729
H -0.7942 2.5901 0.2585
H -0.5067 1.1181 1.2154
H -2.5280 1.5023 -1.3381
H -0.4048 -0.8141 -1.5302
H 1.3602 -0.7167 -1.4301
H 1.0475 -0.8507 1.0015
H 1.4809 -2.8659 -0.2453
H -0.3072 -2.9965 -0.4003
H 0.4754 -3.0791 1.1886
H 3.8042 -0.2774 1.4755
H 3.0577 -0.1245 0.1487
O 3.0687 0.1979 1.0673

=====

(b)
20
Properties=species:S:1:pos:R:3 method="wB97M-V/def2-TZVPD" e_homo_ev=-8.5 orbital_gap_ev=9.3918 lumo_ev=0.9 total_charge=0
C -0.0300 -0.7446 -1.9818
C 0.1290 0.0010 -0.6600
C 0.9775 -0.7593 0.3918
S 1.4279 0.3575 1.7592
C 0.7929 -0.5157 3.2371
N -1.3938 -1.2490 -2.1676
H 0.2627 -0.0643 -2.7877
H 0.7403 -1.5178 -2.1163
H 0.6595 0.9287 -0.8525
H -0.8174 0.2289 -0.1642
H 0.4775 -1.6826 0.6823
H 1.9347 -1.0240 -0.0605
H 1.5723 -0.5302 3.9885
H 0.5059 -1.5263 3.0197
H -0.1155 -0.0047 3.5470
H -1.3866 -1.9859 -2.8688
H -1.6866 -1.7131 -1.3147
H -2.1767 2.7092 -2.5175
H -2.3485 1.4335 -1.7213
O -2.7038 2.3319 -1.8091

=====

Tell me which of them is the most stable. Sure, it is (a).

=====

(a)
10
Properties=species:S:1:pos:R:3 method="wB97M-V/def2-TZVPD" e_homo_ev=-10.9 orbital_gap_ev=11.3735 lumo_ev=0.4 total_charge=0
C -0.1629 0.0086 -0.6765
C -0.3239 -0.3637 1.6726
O 0.3904 0.1040 0.6526
O 0.6493 -0.7934 -1.4273
O -0.3263 1.2724 -1.1691
O -1.3996 -0.8684 1.6240
H 0.5184 1.7439 -1.1833
H 1.5477 -0.4357 -1.4579
H -1.1505 -0.4637 -0.6311
H 0.2574 -0.2040 2.5961

=====

(b)
10
Properties=species:S:1:pos:R:3 method="wB97M-V/def2-TZVPD" e_homo_ev=-10.4 orbital_gap_ev=8.6250 lumo_ev=-1.8 total_charge=0
C -0.2328 0.1451 -0.0971
C -1.6979 -0.3210 -0.0317
O 0.0506 1.2421 -0.4428
O 2.6364 0.4686 0.5490
O 0.5088 -0.9214 0.2504
O 2.2736 -0.5722 -0.1001
H -2.2793 -0.0375 -0.9238
H -2.1019 0.1618 0.8983
H -1.5490 -1.4185 -0.0225
H 2.3916 1.2530 -0.0798

=====

(c)
10
Properties=species:S:1:pos:R:3 method="wB97M-V/def2-TZVPD" e_homo_ev="-10.2 / -10.2" orbital_gap_ev="8.4285 / 8.4219" lumo_ev="-1.8 / -1.8" total_charge=0
C 1.7967 -0.1360 -0.1950
C -0.7159 0.2803 0.6214
O -1.2830 -0.5103 -0.1816
O 0.7026 -0.6460 0.5074
O -2.8658 0.0963 -0.0302
O -0.7343 1.2878 1.1991
H -3.2507 -0.3252 -0.8147
H 2.6784 -0.6711 0.1814
H 1.7124 -0.3084 -1.2733
H 1.9595 0.9326 -0.0145

=====

Tell me which of them is the most stable. Sure, it is (a).